The following is a quantum chemistry calculation of a cluster of 7 separate species, C21H34O21 in total, from the OMol25 dataset.

Calculated values
Expectation value of S² ... 0.755
Net charge ... +1
Spin multiplicity ... 2
DFT total energy ... -2400.200423 Eh

Atoms and positions in Å:
C1 -2.019 3.117 -0.668
C2 -1.503 3.441 -1.990
O1 -2.687 3.629 -2.775
C3 -3.699 3.196 -2.179
O2 -4.788 3.075 -2.661
O3 -3.334 2.705 -0.983
H1 -2.024 4.003 -0.032
H2 -1.278 2.365 -0.394
H3 -0.753 2.693 -2.249
H4 -0.996 4.372 -2.242
C4 -0.355 -1.053 0.833
C5 0.126 0.057 1.687
O4 0.306 1.118 0.800
C6 0.593 0.594 -0.399
O5 0.963 1.204 -1.360
O6 0.280 -0.763 -0.370
H5 -1.437 -1.014 0.713
H6 -0.035 -2.025 1.209
H7 1.071 -0.234 2.146
H8 -0.628 0.252 2.449
C7 2.584 -2.207 5.756
C8 3.552 -1.079 5.116
O7 2.696 0.006 4.970
C9 1.404 -0.359 5.161
O8 0.395 0.344 5.054
O9 1.347 -1.631 5.668
H9 2.813 -2.307 6.817
H10 2.646 -3.148 5.210
H11 3.777 -1.268 4.067
H12 4.481 -0.983 5.678
C10 -1.155 -2.784 -2.990
C11 -0.278 -1.647 -3.367
O10 -1.143 -0.503 -3.002
C12 -2.292 -0.878 -2.694
O11 -3.249 -0.153 -2.278
O12 -2.452 -2.204 -2.906
H13 -0.790 -3.167 -2.037
H14 -1.151 -3.612 -3.699
H15 -0.271 -1.627 -4.457
H16 0.713 -1.710 -2.917
C13 3.431 0.718 -3.255
O13 3.537 0.169 -4.608
C14 3.321 -1.186 -4.790
O14 3.120 -2.007 -3.878
O15 3.338 -1.375 -6.111
C15 3.393 -2.639 -6.609
H17 4.431 0.874 -2.851
H18 2.887 0.082 -2.557
H19 2.866 1.631 -3.443
H20 4.365 -2.808 -7.073
H21 2.613 -2.763 -7.360
H22 3.231 -3.500 -5.961
C16 -1.344 3.273 3.145
O16 -0.934 4.064 2.069
C17 0.414 4.092 1.904
O17 1.282 3.492 2.605
O18 0.629 4.775 0.835
C18 1.848 4.602 0.165
H23 -0.812 2.322 3.095
H24 -2.422 3.131 3.214
H25 -1.133 3.639 4.150
H26 1.876 5.381 -0.597
H27 1.783 3.679 -0.410
H28 2.725 4.596 0.812
C19 -1.134 -4.252 2.268
O19 -1.940 -3.091 2.501
C20 -3.113 -2.965 2.011
O20 -3.778 -3.840 1.487
O21 -3.424 -1.658 2.064
C21 -4.650 -1.254 1.663
H29 -0.107 -3.962 2.047
H30 -1.555 -4.691 1.364
H31 -1.160 -5.034 3.027
H32 -4.662 -0.188 1.435
H33 -5.492 -1.516 2.303
H34 -4.860 -1.604 0.653



The following is a quantum chemistry calculation of a structure of composition C21H35AlBrCaCl5F7GaNO12, from the OMol25 dataset.

Calculated values
Net charge ... -1
DFT total energy ... -10196.910942 Eh

Atoms and positions in Å:
C1 2.742 2.914 2.951
C2 2.347 3.852 1.659
O1 3.470 3.788 0.707
C3 2.965 3.708 -0.672
Ga1 2.628 1.790 -1.376
C4 1.124 1.979 -2.841
N1 0.111 0.843 -2.787
C5 0.465 -0.066 -3.973
C6 4.353 1.259 -2.460
C7 4.854 -0.276 -2.167
C8 5.731 -0.412 -0.752
O2 5.838 -0.600 -3.252
C9 2.168 0.397 0.089
F1 3.195 0.298 1.166
F2 2.115 -0.977 -0.539
C10 0.712 0.616 0.814
F3 -0.142 1.659 0.199
F4 -0.062 -0.678 0.727
H1 3.063 3.645 3.814
H2 3.722 2.322 2.645
H3 1.863 2.224 3.301
H4 2.153 4.944 2.090
H5 1.357 3.533 1.121
H6 1.983 4.345 -0.867
H7 3.797 4.180 -1.384
H8 1.670 2.057 -3.899
H9 0.615 3.049 -2.693
H10 0.232 0.261 -1.919
H11 0.487 0.573 -4.978
H12 1.549 -0.542 -3.825
H13 -0.338 -0.925 -4.144
H14 4.118 1.367 -3.614
H15 5.263 1.987 -2.242
H16 4.008 -1.085 -2.260
H17 6.867 -0.227 -1.069
H18 5.481 0.437 0.022
H19 5.624 -1.501 -0.321
H20 6.310 0.295 -3.385
H21 0.902 0.780 1.980
C11 6.245 5.757 -3.508
Cl1 6.336 6.485 -1.884
Cl2 6.487 7.022 -4.740
Cl3 7.513 4.517 -3.674
Cl4 4.646 5.006 -3.733
Ca1 -0.618 1.363 2.977
Br1 5.750 5.201 -6.699
Al1 2.024 1.517 -5.503
C12 -4.619 2.232 -0.522
C13 -4.353 0.958 0.263
C14 -5.138 -0.215 -0.301
O3 -4.718 1.158 1.626
H22 -5.679 2.507 -0.476
H23 -4.057 3.071 -0.097
H24 -4.334 2.116 -1.572
H25 -3.282 0.729 0.241
H26 -6.216 -0.027 -0.247
H27 -4.946 -1.123 0.281
H28 -4.869 -0.405 -1.345
H29 -5.668 1.362 1.656
C15 -6.427 0.605 4.308
O4 -6.643 -0.596 4.356
O5 -5.615 1.212 5.016
O6 -6.987 1.400 3.544
Cl5 4.482 -1.570 -4.562
F5 5.257 8.386 -2.905
C16 -5.529 -2.910 2.707
C17 -4.665 -3.860 3.464
O7 -5.199 -5.123 3.138
C18 -5.727 -4.973 1.891
O8 -6.033 -5.902 1.161
O9 -5.866 -3.655 1.554
F6 -4.795 -3.674 4.796
H30 -6.444 -2.646 3.249
H31 -5.002 -1.991 2.440
H32 -3.606 -3.824 3.184
C19 -1.776 -8.023 1.895
C20 -1.265 -7.480 3.186
O10 -1.236 -6.088 2.969
C21 -2.228 -5.848 2.066
O11 -2.692 -4.744 1.836
O12 -2.645 -6.999 1.454
F7 -0.002 -7.901 3.420
H33 -0.983 -8.171 1.154
H34 -2.315 -8.965 2.025
H35 -1.899 -7.705 4.050



The following is a quantum chemistry calculation of the ion C21H35BF12N2O11PS with charge +1, from the OMol25 dataset.

Calculated values
Net charge ... +1
DFT total energy ... -3720.906676 Eh

Atoms and positions in Å:
C1 -6.382 -0.388 -0.264
C2 -5.021 0.239 -0.567
C3 -3.875 -0.540 0.096
C4 -2.603 0.330 0.084
C5 -1.246 -0.405 0.123
P1 -1.707 -1.760 1.540
O1 -0.330 -2.221 2.266
O2 -2.049 -3.009 0.568
C6 -0.883 -1.072 -1.296
N1 -1.959 -0.991 -2.252
C7 -2.708 -2.224 -2.543
C8 -2.408 -2.875 -3.909
C9 -2.416 -4.407 -3.851
B1 0.052 -2.398 -1.419
O3 0.442 -2.689 -2.688
O4 0.545 -3.094 -0.323
O5 0.196 -0.196 -1.829
C10 0.278 1.017 -1.200
O6 -0.741 1.854 -1.623
C11 1.651 1.655 -1.550
O7 2.528 0.668 -2.076
C12 2.912 0.860 -3.346
F1 3.702 -0.144 -3.695
F2 1.860 0.896 -4.191
F3 3.573 2.011 -3.510
N2 -0.047 0.625 0.274
C13 1.114 -0.088 0.949
O8 2.290 0.523 0.629
C14 3.439 -0.265 0.905
C15 4.697 0.587 0.642
O9 4.334 1.779 -0.004
C16 5.252 2.862 0.155
C17 4.594 4.017 0.911
S1 -0.307 2.203 1.249
O10 0.984 2.772 1.308
O11 -1.379 2.931 0.706
C18 -0.848 1.723 3.023
F4 -2.035 2.288 3.145
F5 -0.979 0.403 3.180
C19 0.063 2.292 4.158
F6 -0.676 2.196 5.275
F7 0.272 3.589 3.907
C20 1.436 1.606 4.445
F8 2.185 1.598 3.334
F9 2.031 2.391 5.343
C21 1.421 0.140 5.021
F10 1.575 -0.731 4.009
F11 2.440 -0.009 5.854
F12 0.295 -0.148 5.655
H1 -6.725 -0.091 0.729
H2 -6.324 -1.479 -0.274
H3 -7.137 -0.076 -0.985
H4 -4.842 0.330 -1.641
H5 -5.003 1.254 -0.153
H6 -4.196 -0.770 1.112
H7 -3.761 -1.476 -0.449
H8 -2.691 0.990 0.947
H9 -2.647 0.958 -0.800
H10 0.327 -2.641 1.691
H11 -1.347 -3.669 0.487
H12 -1.583 -0.612 -3.111
H13 -3.771 -1.962 -2.545
H14 -2.606 -2.938 -1.723
H15 -3.192 -2.573 -4.606
H16 -1.470 -2.493 -4.315
H17 -3.146 -4.749 -3.113
H18 -1.439 -4.831 -3.606
H19 -2.742 -4.832 -4.800
H20 0.555 -3.617 -2.921
H21 0.968 -3.925 -0.574
H22 -0.760 1.774 -2.587
H23 1.436 2.425 -2.289
H24 2.156 2.103 -0.700
H25 0.916 -0.072 2.025
H26 1.083 -1.123 0.624
H27 3.427 -0.571 1.958
H28 3.431 -1.168 0.284
H29 5.188 0.803 1.596
H30 5.387 0.007 0.019
H31 6.149 2.515 0.676
H32 5.552 3.182 -0.845
H33 4.825 4.975 0.443
H34 3.511 3.891 0.875
H35 4.912 4.061 1.953



The following is a quantum chemistry calculation of a structure of composition C21H35BeFP2, from the OMol25 dataset.

Calculated values
Net charge ... 0
DFT total energy ... -1618.374108 Eh

Atoms and positions in Å:
P1 -1.954 1.059 0.267
P2 -0.545 -1.657 0.318
C1 -0.121 1.076 0.037
C2 0.354 -0.261 -0.510
H1 0.325 1.293 1.017
H2 0.118 1.901 -0.642
H3 0.168 -0.354 -1.589
H4 1.425 -0.416 -0.331
C3 0.574 -1.947 1.725
H5 0.315 -2.901 2.200
H6 0.501 -1.136 2.461
H7 1.599 -1.997 1.326
C4 -0.151 -3.056 -0.751
H8 0.931 -3.032 -0.948
H9 -0.704 -2.973 -1.696
H10 -0.414 -3.996 -0.251
C5 -2.261 2.477 1.334
H11 -3.344 2.647 1.362
H12 -1.752 3.367 0.942
H13 -1.897 2.262 2.346
C6 -2.520 1.601 -1.376
H14 -2.352 0.817 -2.126
H15 -1.966 2.508 -1.654
H16 -3.593 1.824 -1.331
Be1 -2.550 -1.002 0.811
C7 4.060 0.881 -1.952
C8 4.248 0.812 -0.628
C9 4.704 1.936 0.254
C10 4.468 3.370 -0.282
C11 3.037 3.710 -0.590
C12 2.357 3.510 -1.726
C13 2.916 2.939 -2.996
C14 4.193 2.074 -2.856
C15 -4.162 -0.376 1.165
H17 3.826 -0.037 -2.505
H18 4.181 -0.160 -0.127
H19 5.785 1.830 0.452
H20 4.210 1.855 1.234
H21 4.761 4.047 0.534
H22 5.160 3.574 -1.107
H23 2.545 4.231 0.240
H24 1.332 3.890 -1.811
H25 3.146 3.762 -3.694
H26 2.147 2.329 -3.494
H27 4.389 1.663 -3.857
H28 5.049 2.717 -2.620
H29 -4.850 -1.123 0.748
H30 -4.542 0.605 0.843
H31 -4.272 -0.414 2.257
F1 -4.455 -6.367 2.493
C16 -3.943 -5.155 2.101
C17 -3.798 -4.899 0.740
C18 -3.270 -3.650 0.356
C19 -2.882 -2.707 1.308
C20 -3.069 -2.990 2.661
C21 -3.605 -4.223 3.079
H32 -4.088 -5.638 -0.004
H33 -3.182 -3.421 -0.708
H34 -2.830 -2.238 3.413
H35 -3.751 -4.442 4.136



The following is a quantum chemistry calculation of a structure of composition C21H35CdCl2N2O4, from the OMol25 dataset.

Calculated values
Net charge ... -1
DFT total energy ... -2319.918866 Eh

Atoms and positions in Å:
O1 0.441 0.136 -1.746
C1 1.439 -0.333 -2.508
C2 0.910 -1.280 -3.620
C3 -0.349 -1.886 -3.522
H1 -0.970 -1.674 -2.653
C4 -0.783 -2.760 -4.514
H2 -1.771 -3.200 -4.398
C5 0.032 -3.072 -5.598
H3 -0.322 -3.756 -6.365
C6 1.297 -2.472 -5.697
H4 1.941 -2.719 -6.534
C7 1.718 -1.569 -4.719
H5 2.696 -1.080 -4.779
H6 1.948 0.529 -3.007
C8 3.410 -0.092 -0.795
C9 2.561 -0.996 -1.642
H7 4.380 -0.551 -0.566
H8 2.876 0.076 0.156
H9 3.595 0.877 -1.287
C10 2.597 -2.338 -1.544
C11 3.486 -3.120 -0.636
H10 1.881 -2.936 -2.110
H11 4.172 -3.775 -1.189
H12 2.871 -3.748 0.013
H13 4.060 -2.452 0.012
Cd1 -0.087 -0.637 0.327
Cl1 -1.830 -2.353 -0.161
Cl2 1.518 -1.936 1.776
C12 -1.344 -1.247 3.070
O2 -1.325 -0.138 2.498
N1 -1.474 -1.429 4.389
C13 -1.659 -0.311 5.311
C14 -1.505 -2.761 4.965
H14 -1.227 -2.174 2.476
H15 -1.512 0.635 4.795
H16 -0.947 -0.406 6.143
H17 -2.663 -0.356 5.754
H18 -1.346 -3.466 4.142
H19 -2.473 -2.949 5.447
H20 -0.727 -2.885 5.724
H21 1.798 4.346 2.409
H22 0.991 5.620 0.357
C15 2.361 3.732 1.691
C16 1.421 4.845 -0.293
N2 1.609 3.607 0.446
H23 2.559 2.743 2.102
C17 0.889 2.494 0.192
O3 0.904 1.496 0.944
H24 0.757 4.665 -1.148
H25 0.281 2.528 -0.740
H26 3.299 4.255 1.473
H27 2.386 5.224 -0.655
C18 -4.466 1.500 0.079
C19 -3.834 2.199 1.295
C20 -2.350 2.225 0.918
O4 -2.080 1.154 0.009
C21 -3.335 0.602 -0.436
H28 -5.373 0.952 0.314
H29 -4.701 2.258 -0.671
H30 -3.957 1.584 2.193
H31 -4.213 3.201 1.500
H32 -2.105 3.174 0.407
H33 -1.675 2.127 1.776
H34 -3.397 -0.425 -0.043
H35 -3.282 0.495 -1.527



The following is a quantum chemistry calculation of a structure of composition C21H35Cl2N2O4Ti, from the OMol25 dataset.

Calculated values
Expectation value of S² ... 0.753
Net charge ... 0
Spin multiplicity ... 2
DFT total energy ... -3001.674690 Eh

Atoms and positions in Å:
O1 -0.174 -0.119 -1.385
C1 -0.944 0.118 -2.545
C2 -0.076 0.053 -3.811
C3 1.297 -0.170 -3.754
H1 1.764 -0.382 -2.792
C4 2.076 -0.055 -4.914
H2 3.153 -0.187 -4.830
C5 1.484 0.217 -6.144
H3 2.095 0.301 -7.044
C6 0.093 0.374 -6.217
H4 -0.387 0.569 -7.174
C7 -0.679 0.283 -5.063
H5 -1.767 0.410 -5.091
H6 -1.722 -0.660 -2.626
C8 -2.877 1.455 -1.501
C9 -1.646 1.464 -2.354
H7 -3.446 2.382 -1.635
H8 -2.595 1.386 -0.441
H9 -3.533 0.612 -1.751
C10 -1.010 2.583 -2.736
C11 -1.309 3.967 -2.275
H10 -0.145 2.505 -3.396
H11 -1.561 4.621 -3.120
H12 -0.417 4.401 -1.807
H13 -2.126 4.001 -1.552
Ti1 0.372 0.299 0.292
Cl1 2.383 0.985 -0.570
Cl2 -0.527 2.352 0.671
C12 1.854 1.494 2.524
O2 1.111 0.498 2.295
N1 2.092 1.958 3.742
C13 1.592 1.289 4.938
C14 2.890 3.161 3.938
H14 2.339 2.037 1.704
H15 0.955 0.451 4.654
H16 1.024 2.010 5.534
H17 2.444 0.931 5.527
H18 3.203 3.535 2.959
H19 3.779 2.934 4.538
H20 2.302 3.936 4.445
H21 -3.669 -1.402 3.265
H22 -3.849 -3.664 2.006
C15 -3.820 -0.964 2.269
C16 -3.793 -3.123 1.049
N2 -3.197 -1.810 1.249
H23 -3.404 0.044 2.240
C17 -2.029 -1.493 0.690
O3 -1.382 -0.456 1.050
H24 -3.179 -3.694 0.342
H25 -1.619 -2.170 -0.078
H26 -4.895 -0.931 2.074
H27 -4.813 -3.022 0.652
C18 2.927 -3.257 1.559
C19 1.944 -3.083 2.715
C20 0.727 -2.504 2.012
O4 1.239 -1.701 0.905
C21 2.607 -2.106 0.605
H28 3.971 -3.279 1.869
H29 2.711 -4.210 1.060
H30 2.343 -2.379 3.454
H31 1.703 -4.003 3.240
H32 0.103 -3.305 1.579
H33 0.094 -1.882 2.650
H34 3.252 -1.231 0.770
H35 2.668 -2.376 -0.456